Record 1
Below is a structure of composition C9H18LiO13P at a distorted geometry, with properties calculated with ωB97M-V/def2-TZVPD.

Each line ends with the Löwdin charge.
CARTESIAN COORDINATES (ANGSTROEM)
1 Li 1.167 -0.561 0.509  0.536
2 P 2.914 -1.927 0.345  -0.475
3 O 1.730 -2.396 0.975  -0.435
4 O 2.317 -1.218 -0.849  -0.523
5 O 4.012 -2.806 0.095  -0.390
6 O 3.066 -0.636 1.070  -0.508
7 C 2.183 6.424 -0.942  -0.046
8 O 1.567 5.201 -0.576  -0.026
9 C 2.246 4.367 0.284  -0.530
10 O 3.440 4.518 0.400  0.100
11 O 1.409 3.553 1.024  -0.078
12 C 2.024 2.505 1.844  -0.053
13 H 1.648 7.156 -1.097  -0.018
14 H 2.628 6.258 -1.867  0.077
15 H 2.963 6.690 -0.057  0.158
16 H 2.702 1.634 1.135  0.171
17 H 1.210 1.704 2.271  0.117
18 H 2.599 3.060 2.538  0.047
19 C -1.999 2.658 1.474  -0.018
20 O -2.359 1.331 1.871  0.046
21 C -1.609 0.382 1.482  -0.638
22 O -0.535 0.535 0.913  0.055
23 O -2.071 -0.802 1.881  0.001
24 C -1.265 -2.010 1.644  0.016
25 H -1.724 2.745 0.403  0.116
26 H -1.017 3.141 2.110  0.162
27 H -2.621 3.328 1.824  0.009
28 H -0.519 -2.045 2.507  0.135
29 H -0.832 -2.144 0.778  -0.014
30 H -2.095 -2.742 1.686  0.105
31 C -3.359 -5.903 -2.148  -0.023
32 O -3.037 -4.534 -1.682  -0.032
33 C -1.895 -3.922 -2.242  -0.560
34 O -1.237 -4.526 -3.137  0.052
35 O -1.805 -2.765 -1.747  0.017
36 C -0.568 -2.069 -1.879  0.000
37 H -2.862 -6.659 -1.782  0.022
38 H -3.246 -6.167 -3.373  0.162
39 H -4.259 -5.829 -1.896  -0.006
40 H -0.505 -1.156 -1.233  0.086
41 H -0.571 -1.768 -3.048  0.159
42 H 0.162 -2.606 -1.506  0.023

* net charge: -2
* HOMO: 1.85 eV
* E_LUMO: 4.2 eV


Record 2
Below is an isolated molecule of C27H25N3O5S at a distorted geometry, with properties calculated with ωB97M-V/def2-TZVPD.

Each line ends with the Löwdin charge.
CARTESIAN COORDINATES (ANGSTROEM)
1 C -4.244 -1.946 -1.760  -0.041
2 C -2.910 -1.277 -1.740  -0.243
3 C -2.780 0.067 -1.416  -0.226
4 C -1.554 0.698 -1.386  0.005
5 C -0.394 -0.013 -1.682  -0.208
6 C -0.500 -1.363 -2.008  0.012
7 C -1.740 -1.972 -2.036  -0.013
8 H -1.803 -3.019 -2.294  0.117
9 H 0.391 -1.925 -2.233  0.109
10 N 0.829 0.646 -1.591  0.154
11 C 2.076 0.106 -1.629  -0.402
12 O 2.361 -1.016 -1.985  0.111
13 C 3.146 1.126 -1.223  -0.257
14 O 3.125 2.252 -1.712  0.077
15 C 4.124 0.625 -0.312  -0.092
16 C 4.037 -0.496 0.548  -0.109
17 C 5.265 -0.645 1.174  0.046
18 C 6.103 0.381 0.723  -0.177
19 C 7.434 0.720 1.001  -0.007
20 C 7.992 1.809 0.389  -0.070
21 C 7.227 2.572 -0.515  -0.054
22 C 5.932 2.233 -0.776  -0.010
23 N 5.383 1.161 -0.162  0.055
24 H 5.296 2.781 -1.453  0.122
25 H 7.660 3.431 -1.000  0.105
26 H 9.014 2.089 0.590  0.104
27 H 7.991 0.108 1.693  0.116
28 H 5.525 -1.389 1.900  0.119
29 C 2.824 -1.270 0.800  -0.189
30 C 2.833 -2.658 0.737  -0.020
31 C 1.664 -3.371 0.932  -0.071
32 C 0.479 -2.709 1.205  -0.084
33 C 0.468 -1.328 1.302  -0.076
34 C 1.633 -0.612 1.104  -0.038
35 H 1.631 0.466 1.196  0.125
36 H -0.452 -0.808 1.527  0.100
37 H -0.435 -3.267 1.344  0.103
38 H 1.676 -4.449 0.862  0.104
39 H 3.753 -3.171 0.501  0.120
40 H 0.784 1.638 -1.389  0.154
41 H -1.525 1.746 -1.129  0.118
42 S -4.208 1.055 -0.975  0.697
43 O -3.747 2.375 -0.635  -0.286
44 O -5.238 0.948 -1.967  -0.280
45 N -4.737 0.211 0.385  -0.236
46 C -6.161 0.275 0.657  -0.166
47 H -6.674 0.234 -0.303  0.117
48 C -6.513 1.562 1.407  -0.181
49 H -7.559 1.563 1.715  0.130
50 O -5.753 1.676 2.591  -0.125
51 C -4.371 1.713 2.303  -0.187
52 H -3.863 1.800 3.265  0.130
53 C -3.930 0.444 1.566  -0.162
54 H -2.891 0.531 1.246  0.111
55 H -4.037 -0.427 2.222  0.135
56 H -4.140 2.585 1.677  0.115
57 H -6.318 2.422 0.749  0.130
58 H -6.428 -0.598 1.262  0.134
59 H -4.974 -1.304 -2.246  0.070
60 H -4.188 -2.899 -2.280  0.083
61 H -4.588 -2.119 -0.741  0.083

* SMILES: Cc1ccc(NC(=O)C(=O)c2c(-c3ccccc3)cc3ccccn23)cc1S(=O)(=O)N1CCOCC1
* HOMO: -8.09 eV
* E_LUMO: -0.2 eV


Record 3
Below is a cluster of 2 separate species, C4H13NS in total at a distorted geometry, with properties calculated with ωB97M-V/def2-TZVPD.

Each line ends with the Löwdin charge.
CARTESIAN COORDINATES (ANGSTROEM)
1 C 1.305 0.769 -1.913  -0.545
2 S 2.124 1.969 -0.981  0.708
3 C 1.573 3.595 -1.697  -0.408
4 H 0.842 1.239 -2.817  0.032
5 H 0.514 0.036 -1.534  0.043
6 H 2.160 0.062 -2.284  0.052
7 H 2.311 4.315 -1.927  -0.014
8 H 0.819 3.497 -2.636  0.088
9 H 1.059 4.017 -0.721  0.045
10 C -0.865 -2.618 2.522  -0.106
11 C -1.118 -1.496 1.509  -0.380
12 N -2.397 -1.456 0.864  -0.001
13 H -1.155 -3.551 2.078  0.056
14 H 0.198 -2.528 2.570  0.056
15 H -1.347 -2.562 3.542  0.089
16 H -0.913 -0.611 2.075  0.101
17 H -0.292 -1.676 0.894  0.072
18 H -2.532 -2.264 0.298  0.053
19 H -2.286 -0.735 0.160  0.060

* SMILES: CCN.CSC
* HOMO: -8.39 eV
* E_LUMO: 0.8 eV


Record 4
Below is a cluster of 12 separate species, C24H78N6O12 in total at a distorted geometry, with properties calculated with ωB97M-V/def2-TZVPD.

Each line ends with the Löwdin charge.
CARTESIAN COORDINATES (ANGSTROEM)
1 O 10.665 -4.849 2.242  -0.053
2 H 10.222 -4.869 1.393  0.026
3 H 10.143 -4.244 2.769  0.023
4 O -1.910 6.257 -2.408  -0.056
5 H -2.034 6.484 -3.330  0.028
6 H -2.254 7.010 -1.927  0.028
7 O 4.957 -2.644 6.543  -0.054
8 H 4.584 -2.147 7.271  0.028
9 H 5.176 -3.495 6.922  0.029
10 O -0.379 2.005 -2.809  -0.050
11 H -0.790 2.841 -2.589  0.026
12 H 0.133 1.778 -2.033  0.020
13 O 8.473 -1.258 4.020  -0.053
14 H 7.872 -1.544 4.708  0.024
15 H 8.804 -0.414 4.326  0.029
16 O 7.932 -5.220 -1.588  -0.055
17 H 7.286 -4.555 -1.350  0.028
18 H 7.942 -5.213 -2.545  0.028
19 C -5.591 6.682 5.140  -0.063
20 C -6.863 7.131 5.899  -0.486
21 C -7.979 7.674 4.966  -0.162
22 O -7.544 8.821 4.211  -0.184
23 C -7.061 9.930 4.945  -0.120
24 N -7.173 5.948 6.584  0.023
25 H -5.965 5.936 4.438  0.081
26 H -4.771 6.222 5.692  0.074
27 H -5.136 7.459 4.525  0.066
28 H -6.564 7.944 6.560  0.120
29 H -8.834 7.883 5.610  0.116
30 H -8.349 6.891 4.305  0.127
31 H -7.552 10.086 5.906  0.085
32 H -7.219 10.871 4.419  0.086
33 H -6.008 9.752 5.162  0.078
34 H -6.412 5.884 7.244  0.081
35 H -7.949 6.157 7.196  0.077
36 C 1.841 -2.033 0.369  -0.063
37 C 2.999 -1.047 0.533  -0.446
38 C 2.765 0.326 1.188  -0.177
39 O 1.363 0.666 1.247  -0.215
40 C 1.137 1.977 1.833  -0.083
41 N 4.029 -1.835 1.201  0.017
42 H 1.326 -2.052 1.329  0.077
43 H 2.125 -3.047 0.089  0.080
44 H 1.209 -1.564 -0.385  0.076
45 H 3.398 -0.946 -0.477  0.126
46 H 3.351 1.088 0.676  0.118
47 H 3.076 0.334 2.233  0.116
48 H 0.187 2.446 1.575  0.085
49 H 1.964 2.597 1.488  0.075
50 H 1.250 1.889 2.913  0.081
51 H 3.513 -1.899 2.067  0.065
52 H 4.913 -1.396 1.417  0.070
53 C -0.282 10.571 2.504  -0.070
54 C -1.370 11.520 1.923  -0.389
55 C -0.709 12.732 1.045  -0.189
56 O 0.249 13.600 1.611  -0.186
57 C -0.144 14.161 2.865  -0.098
58 N -2.245 10.673 1.081  0.014
59 H 0.101 10.014 1.649  0.072
60 H -0.642 9.752 3.127  0.065
61 H 0.532 11.013 3.079  0.067
62 H -2.026 11.969 2.668  0.113
63 H -1.489 13.367 0.625  0.109
64 H -0.319 12.240 0.153  0.119
65 H -1.158 14.532 2.716  0.087
66 H 0.506 14.913 3.312  0.088
67 H -0.182 13.390 3.635  0.074
68 H -2.648 11.193 0.315  0.059
69 H -3.046 10.421 1.644  0.066
70 C -4.100 -4.826 -0.314  -0.058
71 C -4.990 -4.280 0.850  -0.452
72 C -6.103 -3.300 0.332  -0.160
73 O -5.609 -2.176 -0.447  -0.199
74 C -4.663 -1.318 0.249  -0.094
75 N -5.500 -5.442 1.525  0.021
76 H -4.704 -5.447 -0.976  0.077
77 H -3.332 -5.509 0.049  0.070
78 H -3.730 -4.030 -0.960  0.070
79 H -4.299 -3.774 1.524  0.118
80 H -6.630 -2.932 1.212  0.112
81 H -6.811 -3.862 -0.277  0.123
82 H -4.349 -0.546 -0.454  0.081
83 H -3.751 -1.901 0.376  0.074
84 H -4.993 -0.718 1.097  0.086
85 H -5.537 -5.181 2.500  0.069
86 H -4.703 -6.040 1.689  0.064
87 C 3.056 -3.665 -6.600  -0.039
88 C 3.151 -4.049 -8.102  -0.471
89 C 2.471 -5.357 -8.539  -0.173
90 O 2.486 -5.654 -9.985  -0.184
91 C 3.652 -6.291 -10.410  -0.141
92 N 2.643 -2.930 -8.858  0.031
93 H 2.041 -3.996 -6.380  0.076
94 H 3.286 -2.603 -6.504  0.084
95 H 3.701 -4.334 -6.031  0.072
96 H 4.147 -4.178 -8.527  0.121
97 H 1.399 -5.336 -8.344  0.123
98 H 2.878 -6.128 -7.886  0.121
99 H 3.663 -6.277 -11.500  0.090
100 H 3.693 -7.317 -10.044  0.084
101 H 4.609 -5.876 -10.094  0.080
102 H 1.835 -2.673 -8.309  0.064
103 H 2.308 -3.372 -9.701  0.062
104 C 1.239 -10.808 -3.705  -0.081
105 C 2.003 -10.998 -2.380  -0.397
106 C 2.245 -9.744 -1.363  -0.179
107 O 3.150 -10.222 -0.404  -0.211
108 C 3.452 -9.216 0.588  -0.082
109 N 1.391 -12.206 -1.851  0.010
110 H 1.014 -11.748 -4.210  0.070
111 H 1.627 -10.156 -4.487  0.067
112 H 0.336 -10.261 -3.434  0.072
113 H 2.992 -11.331 -2.696  0.117
114 H 1.307 -9.399 -0.929  0.117
115 H 2.675 -8.900 -1.903  0.115
116 H 2.548 -9.032 1.168  0.082
117 H 3.798 -8.299 0.112  0.086
118 H 4.155 -9.697 1.269  0.088
119 H 1.905 -12.513 -1.037  0.065
120 H 1.528 -12.910 -2.562  0.063

* SMILES: COC[C@H](C)N.COC[C@H](C)N.COC[C@H](C)N.COC[C@H](C)N.COC[C@H](C)N.COC[C@H](C)N.O.O.O.O.O.O
* HOMO: -8.97 eV
* E_LUMO: 0.3 eV


Record 5
Below is a structure of composition C3H3HgO3 at a distorted geometry, with properties calculated with ωB97M-V/def2-TZVPD.

Each line ends with the Mulliken spin population.
CARTESIAN COORDINATES (ANGSTROEM)
1 O 0.578 1.857 -0.461  0.125
2 C -0.547 1.761 0.047  0.031
3 C -1.041 0.516 0.568  0.746
4 C 0.899 -2.637 -0.458  -0.011
5 O 0.509 -3.638 -0.033  0.003
6 O 0.998 -1.454 -0.548  -0.002
7 Hg 2.307 0.552 -1.255  0.981
8 H -2.092 0.267 0.408  0.043
9 H -1.101 2.680 0.308  0.053
10 H -0.509 0.096 1.424  0.032

* 2S+1: 3
* <S²>: 2.008
* net charge: +1
* HOMO (spin up / spin down): -13.92 / -15.44 eV
* E_LUMO (spin up / spin down): -4.0 / -7.3 eV


| no. | electronic energy (eV) |
| --- | --- |
| 1 | -45731.50613 |
| 2 | -53947.75582 |
| 3 | -16682.27479 |
| 4 | -59655.87814 |
| 5 | -13466.57979 |